{
  "formula": "H14O6S",
  "method": "wB97M-V/def2-TZVPD",
  "elements": ["S", "H", "H", "H", "H", "O", "H", "H", "O", "H", "H", "O", "H", "H", "O", "H", "H", "O", "H", "H", "O"],
  "xyz": [[-1.3654, 3.1174, -0.4639], [-0.1507, 2.8292, -0.8091], [-1.9727, 2.7401, -1.6357], [-0.2291, 0.2329, 2.7103], [0.7195, 0.5761, 1.4575], [0.2699, 0.8673, 2.2511], [3.8363, -1.0872, 1.4778], [4.2342, -0.8378, 0.1168], [3.4991, -0.7399, 0.6659], [0.2869, 0.8397, -0.8032], [1.2912, -0.3001, -0.5455], [1.0289, 0.3787, -1.1491], [-3.0894, -0.2291, -0.7476], [-2.0975, -0.6122, 0.4807], [-2.3087, -0.6682, -0.4711], [-0.1750, -2.9916, 0.8458], [0.0503, -3.0264, 2.3248], [-0.5395, -2.6187, 1.6580], [-0.5079, -2.3685, -2.0020], [0.8528, -1.9150, -2.4037], [0.3999, -2.6852, -2.0852]],
  "forces_ev_per_angstrom": [[-1.8, 0.2, 0.0], [1.1, -0.2, -0.6], [0.7, 0.2, 0.6], [-0.7, -1.7, 0.2], [-0.2, -0.7, 0.2], [0.9, 2.4, -0.4], [0.0, -0.3, 1.1], [1.7, -0.1, -1.8], [-1.8, 0.3, 0.7], [-1.2, 0.2, 0.6], [0.2, -0.6, 0.7], [1.0, 0.2, -1.3], [-1.0, 0.8, 0.4], [-0.8, 0.3, -0.8], [1.9, -1.2, 0.3], [-0.2, 0.2, -0.3], [-0.6, 0.4, -0.3], [0.8, -0.5, 0.5], [0.0, -0.1, 0.1], [0.5, 0.7, -0.2], [-0.5, -0.5, 0.3]],
  "fmax_ev_per_a": 2.64,
  "energy_ev": -23346.9934,
  "relative_energy_ev": 1.438,
  "homo_ev": -9.783,
  "orbital_gap_ev": 10.10
}